No. 1
Formula: C34H70F5N14O2P2S2
Source: the Open Molecules 2025 dataset
Level of theory: ωB97M-V with the def2-TZVPD basis set

spin multiplicity: 1
charge: +1
E_tot: -4232.208475 Ha
HOMO: -8.9 eV
frontier orbital gap: 5.68 eV
maximum force: 8.01 eV/Å

Each line ends with the Mulliken charge.
Atoms and positions in Å:
N1 3.31002 -2.18733 -4.19198  -0.4593
C1 2.87871 -3.03839 -3.25423  0.4026
N2 3.88211 -3.89167 -2.59285  -0.6235
N3 1.43892 -2.99739 -2.96243  -0.0378
C2 0.99274 -4.04517 -1.99536  -1.0745
C3 0.71273 -3.39404 -0.52740  -0.0674
C4 2.00650 -3.34788 0.42421  -1.0877
C5 2.95657 -2.04167 0.19039  0.3024
C6 2.99776 -1.10608 1.51459  -0.7979
N4 1.88467 -0.35494 2.09775  0.3272
C7 0.47399 -0.35552 1.57890  -0.5574
C8 0.49201 0.40579 0.13462  0.1365
N5 -0.75444 1.19095 -0.10470  -0.5407
C9 2.36713 0.37922 3.25130  -0.0006
C10 1.62585 1.37421 4.25190  -0.1994
C11 0.58881 0.63951 5.26403  -0.2524
C12 0.99507 0.94234 6.81574  -1.0632
C13 0.56200 2.40488 7.30473  0.7513
F1 -0.75610 2.78766 6.91742  -0.2727
F2 0.54493 2.35740 8.75337  -0.2982
C14 1.59702 3.57689 6.92010  0.6581
F3 1.35509 4.17242 5.65159  -0.2075
F4 1.44911 4.63185 7.88669  -0.2613
F5 2.96621 3.15005 7.03061  -0.2437
C15 3.87122 0.06763 3.43900  -0.8365
N6 4.15975 -0.83726 2.32749  0.2942
C16 5.56984 -1.30856 2.21139  -0.9885
C17 6.45050 -0.42227 1.18609  -0.3771
C18 6.34570 1.16290 1.52425  -0.8107
S1 4.84208 1.94800 0.76331  0.0456
C19 4.69054 3.70221 1.38021  0.0114
S2 5.90089 4.37365 2.32785  -0.1415
N7 3.50960 4.54098 1.07313  0.2112
C20 2.84243 5.52080 1.94909  -0.1793
C21 1.64975 6.19598 1.19864  -0.3970
N8 1.61627 5.58389 -0.14296  -0.5117
C22 2.70007 4.62644 -0.13718  -0.1528
H1 4.32787 -2.29280 -4.33199  0.1380
H2 3.67082 -4.07546 -1.60180  0.1955
H3 4.81782 -3.45756 -2.62849  0.2950
H4 1.23093 -2.04465 -2.59708  0.2211
H5 1.64137 -4.98383 -1.96152  0.3993
H6 -0.05164 -4.39664 -2.36135  0.3339
H7 0.20604 -2.38027 -0.67886  0.0414
H8 -0.07597 -4.08054 -0.02361  0.3970
H9 1.60619 -3.23552 1.50893  0.4277
H10 2.57781 -4.33730 0.40660  0.5673
H11 2.65217 -1.43533 -0.74237  0.0775
H12 4.02093 -2.42042 0.00459  0.4885
H13 -0.23514 0.15872 2.32931  0.5574
H14 0.20054 -1.46663 1.40840  -0.0110
H15 1.37664 1.15293 0.20358  0.1093
H16 0.75748 -0.32566 -0.71537  -0.1417
H17 -1.55105 0.79111 0.42551  0.1305
H18 -0.56913 2.14894 0.25786  0.3434
H19 2.43796 1.88186 4.89752  0.3136
H20 1.02606 2.20662 3.72326  0.3699
H21 -0.45489 1.08770 5.11197  0.3378
H22 0.48617 -0.49189 5.05626  0.3743
H23 0.38891 0.19153 7.45197  0.3517
H24 2.10643 0.71043 6.99887  0.3200
H25 4.60808 0.44137 4.23552  0.3873
H26 5.67035 -2.41819 1.94901  0.3629
H27 6.05701 -1.18692 3.25577  0.4083
H28 7.55983 -0.69807 1.37570  0.3916
H29 6.23258 -0.65986 0.08051  0.2367
H30 7.27272 1.74408 1.17129  0.5402
H31 6.35032 1.23044 2.68256  0.3214
H32 3.11117 5.80337 3.01994  0.3351
H33 0.91992 6.99342 1.59016  0.3201
H34 2.90275 3.98336 -1.06720  0.3614
O1 -1.22451 -0.89486 -5.09170  -0.7889
P1 -0.95746 -0.08948 -6.38128  0.8400
N9 0.54846 0.48203 -5.77247  0.2507
C23 1.14343 1.79926 -5.84702  -0.8587
C24 1.59945 -0.53351 -5.70513  -1.2746
N10 -2.25881 1.00950 -6.04965  0.1762
C25 -2.07325 2.21690 -5.25573  -1.1258
C26 -3.47941 0.35441 -5.55288  -1.1288
N11 -0.68956 0.76798 -7.90449  0.0019
C27 0.23927 0.12698 -8.82869  -1.0666
C28 -1.04194 2.11285 -8.30500  -0.8326
H35 1.62097 1.98975 -6.81484  0.2491
H36 1.91314 1.91012 -5.07523  0.3059
H37 0.44309 2.60164 -5.63750  0.2279
H38 2.02913 -0.72905 -6.69447  0.1832
H39 1.21671 -1.47828 -5.31437  0.3680
H40 2.40772 -0.23722 -5.03337  0.5096
H41 -1.58052 2.01399 -4.29952  0.3009
H42 -3.03276 2.70285 -5.04408  0.4050
H43 -1.51666 2.97766 -5.80372  0.2768
H44 -3.41284 0.13635 -4.48304  0.3542
H45 -3.66133 -0.58235 -6.08853  0.3532
H46 -4.35595 0.98773 -5.71868  0.3387
H47 1.24939 0.54065 -8.72925  0.2977
H48 -0.08066 0.23807 -9.86844  0.4045
H49 0.29463 -0.94803 -8.63564  0.3290
H50 -0.43872 2.87005 -7.79935  0.2651
H51 -2.09999 2.32791 -8.14457  0.2819
H52 -0.88396 2.26574 -9.37853  0.3497
O2 -4.36070 0.50921 2.07636  -0.8276
P2 -5.42171 -0.55722 2.42117  0.8851
N12 -4.28285 -1.45920 3.34768  0.3405
C29 -4.06162 -2.88840 3.41765  -0.9789
C30 -3.90652 -0.83802 4.61481  -1.1472
N13 -5.51025 -1.10520 0.77754  0.1352
C31 -4.63264 -2.14410 0.25643  -0.9868
C32 -5.52001 -0.01647 -0.21380  -1.0194
N14 -6.69466 -1.71486 2.82284  -0.0264
C33 -7.26371 -1.58112 4.15974  -1.0700
C34 -7.11395 -2.92681 2.15233  -0.8243
H53 -4.78231 -3.39289 4.07050  0.2443
H54 -3.06097 -3.09709 3.81246  0.3501
H55 -4.06807 -3.37378 2.44696  0.2401
H56 -4.68590 -0.97172 5.37271  0.2805
H57 -3.73438 0.23556 4.49736  0.3382
H58 -2.97112 -1.25146 5.00768  0.3325
H59 -3.57680 -1.93944 0.46425  0.1382
H60 -4.74780 -2.25228 -0.82812  0.4286
H61 -4.90059 -3.12838 0.64156  0.2651
H62 -4.51155 0.35851 -0.41073  0.2678
H63 -6.13970 0.81634 0.13206  0.3478
H64 -5.94891 -0.35643 -1.16073  0.3514
H65 -6.78655 -2.26973 4.86653  0.2985
H66 -8.34041 -1.77062 4.16370  0.4051
H67 -7.12784 -0.56343 4.53643  0.3301
H68 -6.38257 -3.73198 2.25050  0.2671
H69 -7.32865 -2.76106 1.09509  0.2881
H70 -8.04944 -3.31343 2.57149  0.3504

---

No. 2
Formula: C4H9NO2
Source: the Open Molecules 2025 dataset
Level of theory: ωB97M-V with the def2-TZVPD basis set

relative energy (zero: lowest compared OMol25 entry of this formula, charge and spin): 78.01 kcal/mol
spin multiplicity: 1
E_tot: -362.961215 Ha
HOMO: -9.2 eV
frontier orbital gap: 9.19 eV
maximum force: 4.69 eV/Å

Each line ends with the natural charge from an NBO analysis.
Atoms and positions in Å:
C1 0.23372 1.15921 2.11231  -0.6885
C2 0.35715 1.17387 0.62319  0.4178
C3 -0.58199 1.85195 -0.18563  -0.6748
N1 1.25337 0.35233 0.09739  -0.7394
H1 -0.61145 1.78220 2.40743  0.2272
H2 0.04206 0.14950 2.47697  0.2577
H3 1.14360 1.51606 2.59999  0.2498
H4 -0.52025 1.57147 -1.23852  0.2905
H5 -1.35391 2.50353 0.19569  0.2541
H6 1.32580 -0.47870 0.67892  0.4197
H7 0.87178 0.03373 -0.84608  0.4440
H8 -1.30646 0.55959 -0.15450  0.3797
O1 -0.50804 -0.60542 -1.62449  -0.8104
C4 -0.38877 -1.78163 -1.13935  0.6306
O2 -0.19614 -2.07045 0.04814  -0.7357
H9 -0.55799 -2.55462 -1.87226  0.0778

---

No. 3
Formula: C20H20N8RhS3
Source: the Open Molecules 2025 dataset
Level of theory: ωB97M-V with the def2-TZVPD basis set

spin multiplicity: 5
charge: +3
E_tot: -2516.395056 Ha
HOMO (spin up / spin down): -16.2 / -16.2 eV
frontier orbital gap (spin up / spin down): 6.97 / 5.15 eV
maximum force: 0.55 eV/Å
⟨S²⟩: 6.02

Each line ends with the natural charge from an NBO analysis.
Atoms and positions in Å:
Rh1 0.89145 -1.13876 0.47911  1.0948
N1 3.07761 -1.99264 1.22952  -0.6414
N2 3.71734 -2.78898 0.27253  -0.4217
C1 3.10268 -3.22541 -0.83202  0.3482
N3 3.78946 -3.96731 -1.67464  -0.7162
S1 1.44077 -2.90812 -1.14712  -0.1662
H1 3.59280 -1.11828 1.32055  0.4015
H2 3.10737 -2.47579 2.12334  0.4015
H3 4.68161 -3.04025 0.44302  0.4148
H4 4.75823 -4.21194 -1.52664  0.4297
H5 3.35115 -4.30997 -2.51586  0.4487
N4 -3.42662 0.26226 0.18251  -0.4916
C2 -3.63848 1.57491 -0.21204  0.2545
C3 -4.92589 2.08815 -0.28105  -0.2343
C4 -5.10983 3.40073 -0.66723  -0.0940
C5 -4.01763 4.21871 -0.99471  -0.1308
C6 -2.73565 3.72176 -0.93297  -0.1853
C7 -2.54051 2.39922 -0.53752  -0.2640
S2 -0.92652 1.79186 -0.43203  0.8916
N5 -1.09689 0.21223 0.00465  -0.7097
C8 -2.24203 -0.36384 0.25486  0.4598
C9 -2.21153 -1.79055 0.67702  0.1176
C10 -3.35556 -2.55990 0.79637  -0.1887
C11 -3.25221 -3.88864 1.19750  -0.1020
C12 -2.00281 -4.40924 1.45825  -0.1900
C13 -0.89863 -3.58741 1.29079  0.0833
N6 -0.99407 -2.31392 0.91573  -0.4935
H6 -4.25214 -0.25304 0.44931  0.4413
H7 -5.77669 1.46130 -0.03347  0.2501
H8 -6.11250 3.80573 -0.71950  0.2667
H9 -4.18726 5.24423 -1.29745  0.2677
H10 -1.88314 4.34331 -1.18543  0.2583
H11 -4.33887 -2.17639 0.55760  0.2307
H12 -4.14101 -4.49953 1.28633  0.2682
H13 -1.86869 -5.43760 1.76966  0.2704
H14 0.10110 -3.96817 1.44341  0.2249
N7 1.74866 1.07287 3.13125  -0.7741
C14 2.08589 1.48805 1.90048  0.2853
N8 1.83133 0.81706 0.79164  -0.6804
C15 2.28378 1.50919 -0.34551  0.1694
C16 2.18065 1.06773 -1.66298  -0.2905
C17 2.67195 1.87667 -2.67506  -0.1664
C18 3.26203 3.10264 -2.38771  -0.1870
C19 3.37520 3.54897 -1.08102  -0.1803
C20 2.87816 2.73896 -0.07127  -0.2503
S3 2.87856 3.01711 1.65795  0.4676
H15 1.29877 0.18759 3.27891  0.4045
H16 2.00445 1.60520 3.94668  0.4396
H17 1.73237 0.10740 -1.88954  0.2177
H18 2.60442 1.54812 -3.70420  0.2427
H19 3.64428 3.71386 -3.19458  0.2527
H20 3.84311 4.49988 -0.85740  0.2546